## w
{
  "formula": "C8H11N",
  "method": "ωB97M-V/def2-TZVPD",
  "homo_ha": [-0.30537, -0.30559],
  "lumo_energy_ev": [-0.4, -0.4],
  "symbols": ["H", "C", "H", "C", "H", "H", "N", "C", "C", "C", "C", "H", "H", "H", "H", "H", "C", "H", "H", "C"],
  "positions_angstrom": [[1.716, -1.424, -0.476], [1.059, 1.845, 0.536], [-0.757, -0.954, 3.213], [-0.184, 0.414, -1.154], [2.532, -0.505, 0.810], [0.174, 0.121, -2.137], [-1.441, 1.140, -0.954], [-2.216, -1.343, -0.820], [-1.394, -0.132, -0.540], [2.004, -0.428, -0.139], [-0.618, -0.606, 2.222], [0.110, 2.374, 0.645], [1.601, 1.809, 1.480], [-2.279, -1.496, -1.898], [2.688, -0.005, -0.881], [-1.770, -2.230, -0.369], [-0.467, -0.236, 1.078], [-3.217, -1.210, -0.408], [1.653, 2.395, -0.201], [0.805, 0.469, -0.008]]
}



## x
{
  "formula": "C8H11N",
  "method": "ωB97M-V/def2-TZVPD",
  "homo_ha": [-0.34928, -0.34930],
  "lumo_energy_ev": [-1.1, -1.1],
  "symbols": ["C", "H", "C", "H", "C", "C", "H", "H", "C", "C", "H", "H", "H", "H", "H", "N", "C", "H", "C", "H"],
  "positions_angstrom": [[0.423, -1.757, 0.116], [-2.403, -0.189, -1.059], [2.511, 0.112, 0.689], [-2.615, 0.981, 0.317], [-0.581, -1.419, 0.911], [-0.361, 0.943, 1.496], [-0.099, 1.914, 1.103], [1.359, 1.107, -2.130], [-1.892, 0.484, -0.373], [0.888, 0.019, -1.894], [0.683, 0.579, 1.956], [-1.199, -2.109, 1.504], [-1.535, 1.320, -1.096], [-1.259, 1.052, 2.085], [0.063, 0.102, -2.545], [3.362, 0.519, 1.376], [0.493, -0.449, -0.537], [1.183, -2.561, -0.111], [-0.688, -0.007, 0.368], [1.667, -0.640, -2.178]]
}



Order from most stable to least stable according to the calculation: x, w



## w
{
  "formula": "C3H10N2S",
  "method": "ωB97M-V/def2-TZVPD",
  "homo_ha": -0.32470,
  "smiles": "NC[C@H](N)CS",
  "lumo_energy_ev": 0.9,
  "symbols": ["S", "H", "H", "H", "H", "H", "H", "H", "C", "H", "N", "C", "H", "C", "H", "N"],
  "positions_angstrom": [[0.919, -1.158, -1.935], [-0.121, 0.087, 3.053], [1.479, 1.398, 0.819], [0.105, 2.221, 0.540], [-1.182, -0.070, -1.406], [1.664, -0.057, -1.425], [-0.895, -1.586, -0.458], [-1.464, 0.904, 3.339], [-1.253, 0.439, 1.289], [0.834, -0.333, 0.872], [-0.761, 0.757, 2.624], [-0.027, 0.176, 0.347], [-1.780, -0.513, 1.194], [-0.482, -0.651, -0.815], [-1.783, 1.321, 0.884], [0.688, 1.484, 0.137]]
}



## x
{
  "formula": "C3H10N2S",
  "method": "ωB97M-V/def2-TZVPD",
  "homo_ha": -0.32523,
  "smiles": "[H]/N=C/N.CCS",
  "lumo_energy_ev": 0.9,
  "symbols": ["H", "H", "H", "H", "H", "H", "N", "H", "C", "N", "H", "H", "H", "C", "C", "S"],
  "positions_angstrom": [[1.679, 0.192, 0.150], [-3.019, 1.894, -1.851], [2.628, -2.792, 1.751], [-1.838, 0.310, 1.687], [2.727, -1.480, -0.931], [-0.973, 2.694, -0.332], [2.186, -0.493, 0.807], [-2.456, 2.352, 0.565], [2.660, -1.474, 0.149], [3.021, -2.640, 0.838], [-3.147, 0.402, -0.901], [3.163, -3.447, 0.261], [-1.795, 0.664, -1.954], [-1.673, 1.876, -0.080], [-2.411, 1.199, -1.208], [-0.751, 0.743, 1.048]]
}



Order from most stable to least stable according to the calculation: x, w



## w
{
  "formula": "C3H10N2S",
  "method": "ωB97M-V/def2-TZVPD",
  "homo_ha": -0.19626,
  "lumo_energy_ev": -0.6,
  "symbols": ["H", "S", "C", "H", "H", "H", "N", "H", "H", "H", "H", "C", "H", "N", "H", "C"],
  "positions_angstrom": [[2.450, -2.407, -1.209], [0.803, -0.881, -0.573], [2.221, -1.959, -0.240], [3.266, -0.976, 1.341], [-2.480, 3.377, -0.827], [4.336, -1.888, 0.277], [-2.983, 2.549, -0.558], [-3.958, 2.419, -0.768], [-1.188, 1.583, -0.061], [-3.887, 0.523, 0.583], [1.850, -2.718, 0.448], [3.447, -1.249, 0.294], [-2.384, -0.252, 0.876], [-2.879, 0.577, 0.560], [3.663, -0.255, -0.097], [-2.278, 1.556, -0.047]]
}



## x
{
  "formula": "C3H10N2S",
  "method": "ωB97M-V/def2-TZVPD",
  "homo_ha": -0.32335,
  "smiles": "[H]/N=C/N.CCS",
  "lumo_energy_ev": 0.8,
  "symbols": ["H", "H", "C", "H", "H", "C", "H", "N", "H", "S", "C", "N", "H", "H", "H", "H"],
  "positions_angstrom": [[-1.829, 0.722, 1.597], [-2.621, 0.113, -0.371], [1.302, -1.037, -1.121], [0.446, -1.882, 0.667], [0.611, -3.027, -0.657], [-1.706, 1.341, 0.706], [1.913, -1.360, -1.964], [-0.967, 2.473, 0.905], [-0.931, 2.888, 1.818], [2.169, 0.377, -0.385], [1.096, -2.193, -0.146], [-2.164, 1.017, -0.435], [-0.943, 3.116, 0.129], [2.054, -2.521, 0.254], [0.353, -0.698, -1.512], [1.218, 0.671, 0.514]]
}



Order from most stable to least stable according to the calculation: x, w



## w
{
  "formula": "C3H10N2S",
  "method": "ωB97M-V/def2-TZVPD",
  "homo_ha": -0.30126,
  "lumo_energy_ev": -0.4,
  "symbols": ["H", "C", "H", "H", "S", "H", "C", "H", "H", "N", "H", "N", "H", "H", "H", "C"],
  "positions_angstrom": [[-1.875, -1.090, 0.431], [-1.500, -0.673, 1.306], [1.003, -1.469, 0.909], [2.533, 0.459, 1.121], [-1.506, 1.494, -0.594], [-1.419, 0.383, -2.745], [0.745, -0.642, 0.372], [0.254, -0.951, -0.660], [-2.214, 0.075, 1.803], [-0.289, 0.159, 1.037], [-1.283, -1.505, 2.060], [-0.903, 0.958, -2.056], [2.725, -0.223, -0.554], [1.869, 1.328, -0.200], [-0.130, 1.468, -2.426], [1.989, 0.229, 0.197]]
}



## x
{
  "formula": "C3H10N2S",
  "method": "ωB97M-V/def2-TZVPD",
  "homo_ha": [-0.24395, -0.27160],
  "lumo_energy_ev": [0.5, 0.9],
  "symbols": ["C", "H", "H", "N", "S", "H", "H", "H", "H", "N", "C", "H", "H", "C", "H", "H"],
  "positions_angstrom": [[-2.488, -0.038, -0.192], [-3.092, -0.751, 0.439], [-2.742, 0.923, 0.077], [-0.240, 0.322, -0.439], [3.162, 0.477, 0.058], [-0.752, -1.448, -0.037], [2.681, -1.857, -0.338], [1.667, -1.315, 0.947], [0.929, 1.844, -0.589], [0.123, 1.521, -0.105], [-1.116, -0.441, 0.326], [3.261, 0.241, -1.249], [-1.006, -0.156, 1.402], [2.261, -0.944, 0.094], [-2.647, -0.297, -1.232], [-0.002, 1.920, 0.838]]
}



Order from most stable to least stable according to the calculation: w, x